[1]
Below is a cluster of 10 separate species, C40H63ClN11O4S in total, with properties calculated with ωB97M-V/def2-TZVPD.

Structure (XYZ):
```
120
Properties=species:S:1:pos:R:3:forces:R:3:mulliken_charge:R:1
Cl 0.771 -4.509 -2.713 1.0 0.7 -0.4 -0.17
S 2.669 -4.190 -3.527 4.6 -4.9 -5.0 1.03
O 2.653 -3.953 -5.074 -0.9 0.5 5.9 -0.54
O 4.467 -2.931 2.324 -1.5 1.2 1.0 -0.51
O -2.232 4.235 -2.345 6.8 -5.1 0.0 -0.57
O 3.481 -5.506 -3.309 -3.0 4.7 0.6 -0.55
N -3.505 1.376 3.085 0.8 8.6 5.0 -0.56
N -1.035 2.342 -3.389 -1.2 0.1 3.3 -0.22
N 7.452 -2.400 0.550 -4.8 -7.7 -4.4 -0.53
N -6.745 -0.760 -7.702 5.2 -8.6 -1.4 -0.42
N 3.039 2.379 -3.299 9.6 -0.3 -4.7 -0.58
N -8.315 5.018 0.289 -2.5 -4.4 8.8 -0.47
N 0.102 2.081 1.201 -1.0 0.2 -0.2 0.37
N 0.515 -3.113 2.836 -8.1 -4.0 4.8 -0.56
N -8.497 -0.441 -1.201 2.2 9.6 -1.7 -0.48
N -4.725 -3.887 5.850 2.2 9.7 -1.8 -0.45
N 6.441 1.450 4.952 6.8 -7.1 2.4 -0.51
C -4.567 0.120 -2.393 2.0 -0.2 -2.8 -0.55
C 3.200 1.438 1.259 0.3 -0.1 0.5 -0.74
C 2.125 0.539 0.412 0.2 -0.5 0.3 2.23
C -9.015 3.820 2.699 0.3 0.5 -1.1 -0.72
C 7.289 0.568 5.258 -5.6 5.8 -2.0 0.50
C 1.976 -0.570 -2.123 1.3 -1.2 -0.9 0.69
C 1.519 -0.764 1.198 -0.9 -0.5 -0.8 0.20
C 8.311 -0.494 5.626 -0.8 0.9 -0.3 -0.83
C 0.798 1.474 0.008 1.2 -1.2 -3.2 -1.43
C -4.461 -2.673 5.632 -1.8 -8.0 1.5 0.21
C -5.314 -3.111 -8.101 -0.7 1.1 0.1 -0.69
C -7.914 2.235 -1.682 -0.3 -1.2 0.2 -0.54
C -4.142 -1.210 5.369 -0.3 -1.2 0.2 -0.59
C 2.995 -1.337 -3.205 0.0 0.1 0.6 -0.72
C 5.573 2.293 -4.441 -1.1 0.0 0.5 -0.96
C -2.450 0.504 -4.769 -2.0 -0.4 2.2 -0.45
C 1.184 2.686 -1.026 0.3 0.8 0.5 0.00
C -3.308 3.772 4.482 -0.1 -1.0 -0.6 -0.83
C -1.734 -4.115 4.129 1.0 0.5 -0.6 -0.87
C -8.233 0.772 -1.419 -1.7 -7.9 1.4 0.33
C 2.936 -0.022 -0.917 -0.4 1.6 -0.6 -0.77
C -1.127 3.439 -2.353 -5.3 3.5 -0.3 0.32
C 6.128 -4.533 -0.647 0.6 1.0 0.6 -0.42
C 3.729 0.777 2.659 1.5 0.6 0.5 -0.77
C -6.096 -1.826 -7.883 -4.3 7.1 1.2 0.34
C 4.688 -1.755 3.230 0.3 -0.3 0.7 -0.51
C 0.025 1.214 2.431 0.9 -1.0 3.0 -0.47
C 4.941 -0.350 2.419 0.2 0.0 0.1 0.04
C 0.243 -0.388 2.192 0.4 0.1 0.8 -0.58
C -4.747 -0.807 -3.758 3.7 3.0 0.0 -0.56
C 6.851 -3.367 0.007 3.9 6.4 3.6 0.45
C 4.188 2.340 -3.817 -7.5 0.3 3.3 0.56
C -0.505 -3.568 3.422 6.7 2.8 -3.8 0.54
C -3.326 1.214 -2.193 -0.2 -2.1 -3.4 -0.08
C -8.632 4.475 1.382 2.1 3.6 -7.2 0.40
C -2.237 1.427 -3.397 -3.9 -3.5 -1.1 0.39
C -3.660 -0.590 -4.971 0.7 2.5 4.0 -0.08
C 0.026 3.823 -1.239 0.6 0.1 -1.3 -0.61
C 3.543 -2.791 -2.591 -0.1 1.6 0.3 -0.50
C -3.415 2.463 3.718 -0.6 -7.0 -4.1 0.58
H -8.578 4.376 3.533 -0.1 0.0 -0.2 0.27
H 5.765 3.218 -4.993 -0.2 -0.1 0.1 0.36
H -8.036 2.458 -2.745 0.0 -0.2 0.2 0.30
H 3.504 -3.210 2.357 1.7 0.6 0.2 0.26
H 0.893 1.586 3.159 -1.8 -0.8 -1.7 0.26
H 6.725 -4.925 -1.475 0.0 0.1 0.1 0.34
H 4.707 -2.949 -2.796 -2.8 0.0 0.1 0.43
H -3.758 3.664 5.472 0.1 -0.1 -0.2 0.30
H -4.891 -3.123 -9.109 -0.1 0.1 0.2 0.27
H 1.541 2.330 -2.094 -0.9 0.5 2.7 -0.62
H 3.974 -0.682 -3.350 -2.2 -1.3 0.1 0.04
H 2.419 -1.496 -4.219 1.5 0.2 2.0 0.51
H 4.170 1.646 0.596 -2.2 -0.4 1.4 0.32
H 7.876 -1.198 6.341 0.0 0.2 -0.1 0.28
H -0.985 1.435 2.999 2.0 -0.5 -1.4 0.01
H 6.330 2.182 -3.660 -0.2 0.0 0.0 0.30
H -4.264 -0.987 4.306 0.0 -0.1 0.2 0.22
H -4.816 -0.572 5.947 0.1 -0.2 -0.1 0.37
H -5.381 -0.067 -1.544 2.1 0.6 -1.9 0.40
H 5.068 -0.543 1.260 -0.3 0.1 2.5 0.06
H -2.257 4.052 4.596 -0.1 -0.1 0.0 0.30
H 4.258 1.648 3.280 -1.3 -1.8 -1.3 0.42
H -1.673 0.644 -5.655 -1.8 -0.3 2.1 0.25
H -6.883 2.450 -1.389 -0.2 -0.1 0.0 0.19
H -0.897 2.320 0.926 1.6 -0.2 0.2 0.55
H 2.897 0.344 3.358 1.4 0.7 -1.5 0.12
H 2.726 2.485 1.487 0.9 -1.8 -0.3 0.36
H 0.049 0.746 -0.553 1.3 1.5 1.4 0.20
H 1.190 -1.380 -1.816 1.4 1.6 -0.3 0.31
H 3.357 -2.853 -1.417 0.1 -0.2 -2.6 0.21
H -8.588 2.873 -1.104 0.1 -0.2 -0.1 0.19
H 5.159 -4.201 -1.032 0.3 -0.1 0.2 -0.14
H 3.798 -1.642 4.007 1.7 -0.2 -1.7 0.23
H 3.801 -0.786 -0.623 -2.2 1.5 -0.4 -0.08
H 2.333 -1.443 1.727 -1.7 1.8 -1.0 -1.16
H 1.044 -1.465 0.356 1.1 1.5 1.8 0.40
H 5.635 -2.064 3.887 -2.0 0.9 -1.6 0.10
H -3.829 4.565 3.938 0.1 -0.2 0.0 0.31
H -3.688 -1.197 -5.972 0.0 1.4 2.2 0.12
H -4.501 -3.181 -7.372 -0.2 0.1 -0.1 0.26
H 0.583 4.785 -1.676 -1.3 -2.1 0.9 0.37
H 2.125 3.257 -0.562 -1.9 -1.3 -1.0 0.47
H -2.631 -3.894 3.543 0.2 0.0 0.0 0.30
H -8.645 2.791 2.725 0.0 0.2 -0.1 0.26
H 5.643 1.447 -5.129 -0.2 0.1 0.1 0.29
H 0.505 -0.855 3.259 -0.8 1.3 -2.4 0.38
H -10.103 3.810 2.808 0.2 0.1 -0.1 0.28
H 0.583 2.975 1.447 -0.5 -0.8 -0.3 0.59
H 5.980 0.081 2.808 -2.5 -0.8 -0.9 0.33
H -0.762 -0.875 1.842 2.0 0.9 0.5 0.32
H -5.599 -1.609 -3.907 1.9 2.0 0.6 0.31
H 1.420 0.253 -2.741 1.2 -1.3 1.4 -0.54
H 5.966 -5.330 0.084 0.1 0.2 -0.1 0.32
H 8.619 -1.041 4.731 -0.1 0.2 0.1 0.29
H -1.644 -5.199 4.248 0.1 0.2 -0.1 0.34
H -3.237 1.836 -1.198 -0.4 -1.4 -2.3 0.26
H -0.189 1.741 -3.281 -0.8 0.9 0.0 0.23
H -5.975 -3.974 -7.982 0.0 0.2 0.0 0.28
H -0.512 4.184 -0.265 0.8 -0.7 -2.0 0.28
H -3.110 -0.995 5.662 -0.2 -0.1 0.0 0.26
H -1.832 -3.656 5.117 0.1 -0.1 -0.2 0.22
H 3.513 0.927 -1.355 -1.3 -2.1 0.8 0.21
H 9.190 -0.026 6.077 -0.2 0.0 -0.1 0.33
```
Positions in Å, forces in eV/Å.

Net charge   +1


[2]
Below is a structure of composition C40H64CdN6O3S2SbSi3, with properties calculated with ωB97M-V/def2-TZVPD.

Structure (XYZ):
```
120
Properties=species:S:1:pos:R:3:forces:R:3:mulliken_charge:R:1
Sb 2.683 1.348 -0.694 1.2 0.8 -0.4 -3.54
Cd 0.463 -0.196 -0.454 0.4 -0.1 -0.9 5.51
S -1.648 -1.332 1.226 -0.2 -0.5 0.6 0.53
S -2.759 1.568 -1.472 -0.8 0.7 -0.6 0.96
Si 2.375 3.662 -1.853 0.0 0.5 -0.4 0.77
Si 4.234 1.907 1.337 0.2 0.3 0.3 1.03
Si 4.470 0.337 -2.329 0.2 -0.3 -0.3 1.06
O -2.807 0.341 -2.317 0.1 -0.5 -0.3 -0.82
O -1.898 -1.201 2.639 -0.1 -0.2 0.0 -0.74
O -1.799 -0.092 0.457 0.2 -0.3 -0.3 0.01
N 1.527 -2.089 -1.694 0.1 -0.3 0.1 -0.31
N 1.361 0.454 2.558 -0.2 -0.3 -0.2 1.27
N -0.176 -1.838 0.850 -0.4 0.5 0.0 1.55
N 0.024 2.275 0.955 -0.2 -0.1 0.4 1.41
N -0.046 -0.067 -3.028 -0.3 0.1 0.4 -0.30
N 1.618 -3.273 0.934 -0.3 0.2 0.0 -0.20
C -5.121 2.807 -0.921 -0.1 0.0 -0.1 -0.59
C 3.641 -0.015 -4.004 0.0 0.2 0.4 -0.60
C -0.633 -1.191 -3.783 0.1 -0.2 -0.1 -0.33
C -1.822 2.628 4.161 -0.1 0.0 0.2 -1.30
C -1.691 3.933 0.689 -0.1 0.1 0.1 -1.01
C 2.009 5.022 -0.572 0.0 -0.4 -0.1 -0.91
C -1.201 1.708 4.924 -0.2 0.2 0.0 -1.19
C -0.097 -3.611 2.560 0.0 0.2 -0.1 -0.82
C 3.284 2.857 2.666 0.0 -0.3 -0.2 -0.91
C 1.589 -0.715 4.639 -0.1 0.0 0.2 -1.24
C 2.251 -4.336 1.430 0.1 0.0 0.0 -0.48
C -2.089 3.776 1.989 0.0 0.0 0.0 -1.31
C 5.029 -1.319 -1.575 -0.2 0.3 0.0 -1.05
C 0.210 -2.462 -3.751 -0.1 0.2 0.2 -1.05
C -4.319 1.584 -0.505 0.3 0.2 0.3 -0.96
C 0.434 -2.916 1.456 0.4 -0.5 0.4 -0.62
C 1.762 -5.113 2.457 0.0 0.0 0.1 -0.90
C -4.878 -5.838 -1.194 0.0 0.0 0.0 -1.58
C -1.426 2.847 2.807 0.3 -0.3 -0.2 1.55
C 0.325 1.141 3.079 -0.1 -0.2 0.2 -0.38
C -3.204 -3.592 1.364 0.0 0.1 0.2 -0.55
C 0.562 -4.720 3.042 0.1 0.0 -0.1 -0.91
C 5.661 3.037 0.802 -0.4 -0.3 -0.2 -1.19
C -3.643 -3.652 -1.374 0.0 0.0 0.1 -0.94
C -4.135 -4.686 -0.580 0.0 0.0 0.0 0.96
C -2.717 -2.578 0.553 0.1 0.2 0.1 -0.27
C 5.996 1.393 -2.718 -0.3 0.0 0.2 -1.22
C 1.016 3.500 -3.181 0.2 -0.1 0.4 -0.63
C -3.917 -4.634 0.795 0.0 0.0 -0.1 -0.84
C 4.971 0.254 1.917 -0.2 0.2 -0.1 -1.31
C -4.891 2.950 -2.421 -0.1 0.1 0.1 -0.71
C -0.363 2.103 2.245 -0.3 0.4 0.0 -0.50
C 1.962 -0.435 3.320 -0.1 -0.1 -0.1 -0.79
C 0.546 -2.962 -2.353 0.0 0.0 -0.2 -0.27
C 0.543 -0.021 5.182 0.1 0.0 -0.1 -1.01
C -3.382 2.911 -2.591 0.1 -0.1 0.4 -0.93
C -2.936 -2.601 -0.816 0.0 0.1 -0.1 -0.75
C -0.631 3.151 0.225 0.3 0.0 0.1 -0.52
C 3.912 4.209 -2.813 -0.2 -0.3 0.3 -1.18
C -0.113 0.946 4.405 0.1 0.0 -0.3 1.28
H 2.895 5.642 -0.428 0.1 0.0 0.0 0.44
H 5.927 -1.195 -0.969 0.0 0.1 0.0 0.39
H -4.757 3.697 -0.401 0.0 0.0 0.0 0.23
H 2.305 -5.977 2.812 0.0 0.0 0.0 0.44
H 0.156 -5.272 3.879 0.0 0.0 0.0 0.46
H 0.206 -0.203 6.195 0.0 0.0 0.0 0.45
H 3.209 -4.556 0.971 0.0 -0.1 0.0 0.47
H 6.274 2.053 -1.899 0.1 0.0 0.0 0.26
H 2.555 2.229 3.174 0.2 0.2 0.0 0.08
H 2.352 -2.027 -2.282 0.0 0.1 0.1 0.08
H -0.356 -2.977 -1.735 0.0 -0.1 0.0 -0.12
H 1.200 5.679 -0.897 0.0 0.0 -0.1 0.48
H 6.848 0.746 -2.930 0.0 -0.1 0.0 0.43
H 0.785 0.267 -3.507 0.0 0.1 0.1 -0.07
H 1.731 4.608 0.397 0.0 0.0 0.0 -0.01
H 3.390 0.917 -4.515 0.0 0.0 0.0 0.35
H 4.258 -1.752 -0.934 0.0 -0.1 0.0 0.00
H -2.642 3.217 4.554 0.0 0.0 0.0 0.46
H -5.669 -6.191 -0.534 0.0 0.0 0.0 0.40
H -0.284 3.270 -0.794 -0.1 0.0 0.0 -0.12
H 6.320 2.548 0.086 0.0 0.0 0.0 0.26
H -3.815 -3.673 -2.443 0.0 0.0 0.0 0.44
H 6.262 3.299 1.675 0.0 0.0 0.1 0.40
H 1.803 -2.545 -0.817 0.1 0.0 -0.1 0.08
H 4.059 3.597 -3.703 0.0 0.0 0.0 0.28
H 4.320 -0.574 -4.651 0.1 0.0 0.0 0.46
H -5.324 3.866 -2.823 0.0 0.0 0.0 0.40
H 6.050 0.225 1.758 0.0 0.1 -0.1 0.47
H -0.353 -3.241 -4.269 0.0 0.0 -0.1 0.49
H -4.061 1.555 0.552 0.0 -0.1 0.0 0.22
H -0.785 -0.906 -4.830 -0.1 0.0 0.1 0.49
H -5.342 2.103 -2.943 0.0 0.0 0.0 0.27
H 4.534 -0.580 1.366 0.0 -0.1 0.0 0.18
H 5.264 -2.044 -2.357 0.0 0.0 -0.1 0.48
H 5.826 2.014 -3.597 0.0 0.0 0.0 0.37
H -2.900 4.361 2.406 0.0 0.0 0.0 0.45
H -2.581 -1.777 -1.423 0.0 0.0 0.0 0.48
H 4.817 4.152 -2.208 0.0 0.0 0.0 0.32
H 0.763 4.477 -3.595 0.0 0.1 0.0 0.45
H -2.911 3.841 -2.266 0.0 0.1 0.0 0.34
H -3.063 2.673 -3.604 0.2 -0.1 0.1 0.46
H -1.516 1.532 5.945 0.0 0.0 0.0 0.43
H -2.169 4.648 0.033 0.0 0.0 0.0 0.69
H 4.787 0.089 2.979 0.0 0.0 0.0 0.50
H 1.389 2.883 -4.002 0.0 0.0 0.0 0.37
H 2.792 -0.967 2.871 0.0 -0.1 0.0 0.45
H 2.118 -1.468 5.206 0.0 0.0 0.0 0.50
H -4.816 0.656 -0.789 0.1 -0.1 0.0 0.45
H -0.741 0.673 -3.046 0.0 0.1 -0.1 -0.11
H -4.302 -5.423 1.429 0.0 0.0 0.0 0.42
H 2.727 -0.598 -3.894 0.0 0.0 0.0 -0.33
H -1.612 -1.388 -3.351 0.0 0.1 0.0 0.17
H 0.917 -3.992 -2.431 -0.1 0.0 0.1 0.50
H -6.177 2.684 -0.675 0.0 0.0 0.0 0.39
H 1.139 -2.310 -4.311 0.0 -0.1 0.0 0.30
H 0.094 3.041 -2.818 0.0 0.0 0.0 -0.31
H -5.321 -5.554 -2.147 0.0 0.0 0.0 0.38
H 2.749 3.698 2.224 0.0 0.0 0.0 0.24
H 5.299 3.964 0.356 0.0 0.0 0.0 0.24
H -3.036 -3.555 2.431 -0.1 0.0 0.0 0.56
H -4.198 -6.671 -1.378 0.0 0.0 0.0 0.30
H 3.970 3.255 3.416 0.2 0.0 -0.1 0.56
H 3.788 5.244 -3.137 -0.1 0.0 0.0 0.39
H -0.986 -3.232 3.035 0.0 -0.1 0.1 0.83
```
Positions in Å, forces in eV/Å.

Energy relative to the best compared isomer or geometry (same formula, charge and spin)   31.5 kcal per mole
Net charge   +1


| no. | largest force on an atom (eV/A) | HOMO level (hartree) |
| --- | --- | --- |
| 1 | 10.72 | -0.3747 |
| 2 | 1.47 | -0.3789 |